# 1
98
Properties=species:S:1:pos:R:3:forces:R:3 method="wB97M-V/def2-TZVPD" charge=-2 largest_force_ev_per_a=2.2 spin_multiplicity=3 s2=2.010 e_tot_ev=-257893.0952
C 0.753 2.349 0.937 -0.008 0.005 0.041
C -6.024 -2.050 0.690 0.001 0.028 0.020
H -3.938 -0.084 -2.946 -0.031 0.131 -0.104
C -5.718 -1.142 1.699 -0.016 -0.039 -0.006
N 1.045 1.050 1.064 0.865 1.447 1.403
C -4.951 1.062 -4.441 -0.002 -0.010 0.018
H 4.674 4.596 -2.499 0.000 0.002 0.005
H -5.868 5.308 -1.985 0.000 0.001 0.000
S 0.064 2.605 -2.723 -0.012 0.054 0.021
C -5.269 4.479 -1.626 0.012 0.012 -0.011
C 1.868 0.624 2.056 -0.058 0.026 0.033
H -3.431 5.597 -1.593 0.004 0.000 0.004
H -1.197 -4.445 0.608 0.065 0.119 0.052
C -5.267 -2.060 -0.472 0.028 -0.011 0.001
H 3.462 -0.750 3.808 -0.009 -0.013 0.011
H 0.967 4.341 1.671 -0.013 -0.005 -0.016
H -1.896 3.405 -4.286 0.007 -0.002 0.020
C 5.083 -3.314 -1.822 0.013 0.014 0.017
Br -0.875 -3.030 -1.470 -0.129 -0.181 -0.017
H 2.830 0.882 -3.580 -0.016 -0.003 0.018
P -2.630 1.040 0.065 -0.078 -0.179 -0.165
S -2.207 1.999 1.765 0.070 -0.044 0.051
H 1.283 -3.658 0.473 -0.004 0.021 -0.022
H -2.089 3.717 -0.753 -0.011 0.009 -0.019
Ti 0.520 -0.313 -0.249 -1.228 -1.428 -1.165
C 5.588 -2.036 -1.609 -0.019 -0.014 -0.013
H -5.481 -2.777 -1.257 0.004 -0.001 0.001
Br -1.220 -1.388 1.884 -0.052 -0.031 -0.115
C 4.749 -0.954 -1.404 -0.002 0.029 0.013
C 0.461 -0.812 -3.557 -0.138 -0.009 0.060
H -6.915 3.106 -1.555 0.000 -0.001 0.004
C -0.730 -0.141 -3.820 0.093 0.064 0.017
H 4.458 3.976 -0.106 -0.004 -0.003 0.005
C 3.784 2.760 -3.187 0.011 -0.007 0.021
C 2.381 1.549 2.962 0.001 -0.002 0.052
P -1.274 1.130 -2.564 0.037 -0.165 -0.274
C 2.858 -2.400 -1.628 0.000 0.027 0.027
C -0.789 -1.273 -5.961 -0.009 -0.011 0.001
H -5.804 0.394 -4.473 0.000 -0.005 0.009
C -3.808 3.024 -5.207 -0.028 -0.010 0.001
C 0.397 -1.930 -5.677 0.001 0.000 -0.005
C 2.979 -1.376 3.066 -0.025 0.026 0.023
C -3.918 -0.244 0.373 0.068 -0.002 0.043
H 1.789 -2.563 -1.658 0.013 -0.015 0.031
C 1.026 -1.698 -4.460 -0.002 -0.018 -0.016
C -2.763 2.757 -4.330 0.008 0.021 0.031
H 6.662 -1.875 -1.601 0.000 0.004 0.005
C -4.674 -0.245 1.541 -0.021 0.033 -0.020
H -6.838 -2.755 0.819 -0.005 0.005 -0.003
C -4.905 2.176 -5.269 0.016 0.029 0.022
C -3.721 2.328 -0.711 0.134 0.094 -0.017
H -2.266 0.116 -5.311 0.004 0.014 -0.030
C 3.180 -2.741 3.114 0.003 -0.010 0.008
C 4.104 3.302 -0.879 0.009 0.003 -0.010
N 2.472 -0.050 -1.149 0.057 -0.183 -0.015
H 5.745 -4.158 -1.971 -0.001 0.002 -0.020
C 2.164 -0.820 2.075 0.030 -0.028 0.018
H -3.759 3.897 -5.847 -0.014 0.008 0.010
H 2.687 -4.628 2.206 0.007 -0.001 -0.003
H 3.868 3.013 -4.238 -0.008 0.009 0.002
C -3.904 0.799 -3.572 0.003 -0.080 0.016
H 3.036 1.214 3.752 -0.016 0.015 0.012
C 1.755 -2.990 1.189 0.084 -0.040 -0.012
H 2.453 3.607 3.552 0.010 -0.005 0.001
H 1.955 -2.196 -4.214 0.002 0.010 0.020
C 3.200 1.561 -2.821 -0.008 0.025 -0.043
H -2.793 -3.595 0.083 -0.016 0.144 0.024
C 1.543 -1.609 1.087 0.535 -0.178 0.527
C -3.147 3.581 -0.942 0.031 -0.037 -0.024
C -2.795 1.639 -3.507 -0.066 -0.097 0.144
C -4.215 -1.163 -0.623 0.074 -0.174 0.038
H 0.966 -0.600 -2.621 0.250 -0.055 -0.268
C -1.438 0.358 -1.027 -0.438 1.060 -0.180
H 3.272 -4.455 -2.005 -0.019 0.006 0.007
H 3.815 -3.174 3.879 -0.001 -0.005 -0.002
C -5.853 3.247 -1.385 -0.019 -0.014 -0.026
C 3.531 2.089 -0.515 0.004 0.029 0.034
C -5.084 2.178 -0.935 -0.022 -0.019 -0.001
C 3.703 -3.474 -1.832 0.008 -0.016 -0.014
H -4.411 0.457 2.323 0.005 0.006 -0.005
H -6.292 -1.144 2.619 -0.001 0.002 0.001
C -1.719 -3.662 0.082 0.045 -0.243 -0.218
H 3.482 1.814 0.530 -0.022 -0.003 -0.005
C -3.905 4.641 -1.403 -0.012 -0.019 -0.035
C 2.549 -3.552 2.172 -0.012 0.022 -0.003
C 3.048 1.208 -1.478 0.040 -0.009 0.043
H -3.580 -1.201 -1.502 0.035 -0.063 0.141
H -5.723 2.386 -5.947 0.009 -0.001 -0.014
H 0.831 -2.614 -6.397 -0.003 -0.012 0.009
C 3.345 -1.102 -1.382 -0.051 -0.019 -0.208
H -1.290 -1.445 -6.908 -0.008 0.011 0.002
C -1.347 -0.385 -5.047 -0.020 -0.001 0.032
H 0.149 2.619 0.082 -0.020 -0.033 -0.014
H 5.180 0.025 -1.244 0.006 -0.005 0.012
C 4.233 3.647 -2.215 -0.011 -0.022 -0.016
C 1.238 3.304 1.809 0.006 0.032 0.024
C 2.056 2.889 2.843 -0.009 -0.033 -0.022
H -5.563 1.224 -0.755 0.009 0.014 -0.029


# 2
98
Properties=species:S:1:pos:R:3:forces:R:3 method="wB97M-V/def2-TZVPD" de_lowest_kj_mol=0.0 largest_force_ev_per_a=0.2 e_tot_ev=-89702.1627
H 0.767 -3.629 5.059 -0.001 -0.004 -0.002
C 1.584 1.238 -4.805 0.009 0.003 0.006
C 4.347 0.639 2.352 -0.013 -0.011 0.001
H 2.139 -2.916 -3.338 -0.007 -0.009 -0.007
H 1.279 1.581 3.852 0.014 -0.002 0.003
H -3.323 1.243 -3.151 0.004 -0.001 0.001
H 4.619 3.193 0.151 -0.003 0.002 -0.001
C 0.885 2.287 -2.760 -0.004 0.003 0.014
C -0.480 -3.815 -5.288 -0.002 0.002 -0.004
C 2.376 -0.702 3.081 0.013 0.005 -0.021
C 2.763 -0.783 -1.613 -0.021 0.006 0.032
H -0.019 0.916 4.690 0.008 0.005 0.009
H -0.102 -6.516 0.607 0.001 -0.001 0.001
Tl 0.079 0.691 1.272 -0.051 0.193 -0.008
H 0.690 -4.829 -1.015 -0.006 -0.006 -0.003
C -1.246 -2.903 -3.200 0.012 0.002 -0.009
P -1.243 1.573 -1.174 -0.005 -0.084 -0.075
C -3.098 3.491 -0.479 -0.003 0.009 -0.012
H 0.351 -0.385 -5.482 -0.003 0.000 0.001
C -4.489 -0.467 -2.614 -0.001 -0.010 0.004
H 2.171 -0.047 -2.148 0.001 0.000 0.010
C -0.214 1.429 -2.676 0.015 0.001 0.009
C -0.377 -5.476 0.730 0.001 -0.004 0.007
C -3.664 5.458 -1.741 -0.002 -0.001 0.000
N -1.339 3.172 2.316 -0.028 -0.048 -0.010
C 2.354 -3.042 3.736 -0.008 0.002 -0.003
H -4.243 6.366 -1.851 0.000 0.001 0.000
C -4.675 -1.483 -1.687 -0.001 0.019 -0.008
C 2.195 1.155 1.380 0.031 -0.143 0.049
C -1.552 -3.755 1.928 0.009 -0.007 -0.012
H 4.613 0.215 -2.016 -0.002 0.002 -0.004
H 3.782 -2.148 2.411 0.014 -0.012 -0.008
C -1.120 -2.783 1.021 0.041 0.000 0.037
C 1.228 -2.816 4.513 0.009 -0.001 0.005
H -2.196 -3.476 2.754 -0.005 0.009 0.001
C 0.071 -4.527 -0.177 0.001 -0.001 0.003
Si -1.750 -1.003 1.174 0.014 -0.057 -0.063
H 2.419 -3.606 0.228 -0.001 -0.004 0.005
C 2.801 2.162 0.638 -0.035 0.011 -0.006
C 1.262 -0.478 3.906 0.008 -0.014 0.006
C -0.400 0.480 -3.674 -0.017 -0.009 0.003
C 2.893 -2.780 -0.286 0.015 -0.017 -0.036
N 0.664 0.787 3.960 -0.045 0.018 -0.012
H -3.718 -1.589 2.577 -0.004 0.000 0.006
H 4.864 -3.360 0.325 -0.001 0.002 0.007
H -3.991 -2.376 0.124 0.000 0.000 0.003
C -3.830 -1.576 -0.593 -0.003 0.009 -0.007
H 2.785 -4.032 3.667 0.001 0.000 -0.001
C -1.995 3.936 -2.570 -0.015 0.003 0.002
H 2.199 2.782 -0.015 0.006 -0.002 -0.006
C -1.181 -5.085 1.791 0.007 -0.001 -0.009
H 2.286 1.156 -5.625 -0.002 0.002 -0.002
C 0.694 -1.542 4.604 0.014 0.014 -0.006
C 4.274 -2.635 -0.223 -0.001 -0.013 0.026
C -2.774 -0.679 -0.395 0.001 0.027 0.012
P 0.308 -1.884 -1.170 0.048 -0.004 0.005
H -2.549 -3.603 -4.747 -0.001 0.002 0.003
H -1.284 3.665 -3.339 -0.001 0.002 -0.001
H -1.236 -0.204 -3.626 -0.005 -0.006 0.003
C 1.771 2.202 -3.821 -0.003 0.000 -0.007
H -2.316 -1.165 3.574 -0.001 0.003 0.003
C 2.916 -1.985 3.037 -0.023 -0.005 -0.006
C 0.499 0.379 -4.729 0.001 -0.004 0.003
C 4.898 -1.564 -0.845 0.005 0.008 -0.017
H -5.149 -0.374 -3.467 -0.001 -0.002 0.001
H -0.171 -1.358 5.233 0.001 0.002 -0.002
H 4.946 0.052 3.039 -0.001 0.000 0.000
H -2.061 -2.610 -2.546 -0.009 0.001 -0.005
C -0.274 -3.187 -0.024 -0.013 0.038 0.017
H 1.044 3.031 -1.987 0.005 -0.001 0.006
H 5.972 -1.449 -0.779 0.000 0.001 0.001
C 0.832 -3.621 -4.886 -0.001 0.002 0.000
H -3.237 2.872 0.398 0.004 -0.003 0.008
H -3.243 0.111 2.775 0.001 0.004 0.006
C -2.741 5.099 -2.710 0.005 0.000 0.003
C -3.456 0.437 -2.437 0.000 -0.003 0.005
C 4.165 2.402 0.735 0.012 -0.007 0.007
C -2.869 -0.907 2.668 -0.020 -0.006 -0.026
O -1.999 2.124 2.346 0.014 0.073 0.019
H 1.647 -3.900 -5.542 0.002 -0.002 0.000
C 4.941 1.632 1.589 0.004 0.018 -0.014
H -1.531 -5.819 2.505 0.000 -0.002 0.001
O -0.197 3.052 1.810 0.002 -0.048 0.021
C -2.586 0.334 -1.350 0.007 -0.005 0.013
H -4.558 4.924 0.138 -0.002 0.001 0.000
H 2.615 2.878 -3.873 0.001 0.001 0.002
C -1.521 -3.456 -4.439 0.001 -0.007 -0.009
C 0.075 -2.707 -2.787 -0.035 -0.014 0.011
C 4.137 -0.634 -1.542 -0.001 0.001 0.016
C 2.125 -1.861 -0.991 -0.003 0.055 -0.029
H -2.599 5.723 -3.584 -0.001 0.000 0.000
H -5.481 -2.195 -1.811 0.000 0.000 -0.002
C 2.977 0.390 2.257 0.033 0.009 0.006
H 6.004 1.816 1.674 0.001 -0.001 0.000
C -3.843 4.649 -0.626 0.003 0.000 0.000
C 1.111 -3.070 -3.640 0.014 0.007 0.006
H -0.694 -4.243 -6.259 0.001 -0.001 -0.001
C -2.167 3.125 -1.452 0.000 0.003 0.026